# 1
ORCA calculation (ωB97M-V/def2-TZVPD) on an isolated ion of composition C6H10NO2 and charge +1 in a non-equilibrium geometry.

Last column: Löwdin charge in e.
Geometry (Å):
C1 -2.75768 1.79510 -1.11941  0.130
C2 -1.57929 1.62245 -1.43000  -0.160
C3 1.33008 -0.21343 -0.32720  0.020
C4 -0.21831 1.49343 -1.43900  -0.147
C5 0.48717 -1.14151 0.70422  -0.253
C6 -0.14053 -0.37743 1.81943  0.088
N1 0.41826 0.22800 -1.43945  0.014
O1 -0.56169 -1.68840 -0.06041  0.025
O2 0.49139 -0.20697 2.98406  0.184
H1 -3.62928 2.05478 -0.61048  0.014
H2 1.65873 0.69130 0.02148  0.108
H3 2.20774 -0.70172 -0.55927  0.115
H4 0.50498 2.20654 -1.50842  0.076
H5 1.32088 -1.75827 0.89722  0.151
H6 -1.08782 -0.15356 1.69204  0.101
H7 0.87360 -0.02245 -2.26238  0.154
H8 -0.29908 -0.44118 -1.55036  0.133
H9 -0.50617 -2.57541 0.26444  0.119
H10 0.03715 0.16507 3.71036  0.129

Results
HOMO (spin up / spin down) in eV: -10.213 / -9.588
Net charge: +1
Relative energy (zero: lowest compared OMol25 entry of this formula, charge and spin) in kcal/mol: 163.2
E_tot in eV: -11954.069
Maximum force in eV/A: 6.1
Orbital gap (spin up / spin down) in eV: 4.4 / 3.0

# 2
ORCA calculation (ωB97M-V/def2-TZVPD) on a 23-piece molecular cluster, C84H102O9 overall in a non-equilibrium geometry.

Last column: Löwdin charge in e.
Geometry (Å):
C1 -5.93538 -0.60366 -1.11912  -0.118
C2 -4.57757 -0.49282 -0.97304  -0.126
C3 -3.75819 -1.60021 -1.12367  -0.105
C4 -4.28117 -2.83950 -1.44605  -0.076
C5 -5.67557 -2.96413 -1.57218  -0.086
C6 -6.48307 -1.83799 -1.45226  -0.093
H1 -6.54244 0.29181 -1.08562  0.109
H2 -4.13238 0.46128 -0.73007  0.097
H3 -2.69066 -1.46346 -1.07855  0.072
H4 -3.58666 -3.68405 -1.56441  0.110
H5 -6.04956 -3.92501 -1.91380  0.102
H6 -7.54021 -1.82819 -1.67698  0.105
C7 0.45731 -5.25834 -4.41788  -0.086
C8 0.87912 -4.47608 -3.31139  -0.120
C9 0.27781 -3.29733 -3.08065  -0.098
C10 -0.71657 -2.79453 -4.01303  -0.072
C11 -1.12186 -3.55476 -5.09604  -0.095
C12 -0.50343 -4.80583 -5.30677  -0.092
H7 0.89037 -6.25051 -4.39140  0.097
H8 1.63879 -4.88189 -2.64685  0.107
H9 0.58343 -2.78170 -2.17043  0.090
H10 -1.20700 -1.84370 -3.80033  0.086
H11 -1.86207 -3.26342 -5.80652  0.091
H12 -0.77213 -5.39868 -6.17308  0.098
C13 -4.28158 4.04422 1.10152  -0.101
C14 -3.11949 3.73267 0.42523  -0.098
C15 -2.06501 3.09432 1.07529  -0.086
C16 -2.17097 2.87326 2.45859  -0.079
C17 -3.31002 3.29797 3.15034  -0.114
C18 -4.36979 3.87716 2.47904  -0.113
H13 -5.17352 4.46114 0.58545  0.112
H14 -3.06727 3.92031 -0.65614  0.101
H15 -1.29641 2.70221 0.44733  0.077
H16 -1.40339 2.25121 2.93207  0.089
H17 -3.51762 3.14829 4.21983  0.109
H18 -5.25216 4.15234 3.03591  0.101
C19 -2.64967 -4.57715 2.52955  -0.072
C20 -2.16359 -3.52694 1.71182  -0.108
C21 -1.29457 -3.81735 0.70085  -0.133
C22 -0.98579 -5.11401 0.31499  -0.076
C23 -1.46969 -6.17007 1.10506  -0.083
C24 -2.32159 -5.88854 2.17062  -0.100
H19 -3.33410 -4.33095 3.34409  0.101
H20 -2.47084 -2.50321 1.94513  0.094
H21 -0.85826 -3.03273 0.10569  0.083
H22 -0.41281 -5.21526 -0.58233  0.083
H23 -1.22059 -7.19535 0.78173  0.108
H24 -2.77993 -6.67499 2.75206  0.096
C25 2.03908 -2.03264 3.84834  -0.070
C26 1.38929 -3.26864 3.71798  -0.091
C27 1.93820 -4.39992 4.25457  -0.118
C28 3.13229 -4.34647 4.93766  -0.088
C29 3.78417 -3.12063 5.06816  -0.100
C30 3.27003 -1.97753 4.51141  -0.096
H25 1.51553 -1.13630 3.55648  0.061
H26 0.42200 -3.43043 3.25286  0.092
H27 1.28364 -5.26517 4.19896  0.108
H28 3.58341 -5.28212 5.32241  0.113
H29 4.71634 -2.99203 5.59125  0.100
H30 3.86895 -1.08835 4.55749  0.077
C31 7.99442 0.55242 3.64162  -0.106
C32 7.71620 -0.80028 3.80440  -0.111
C33 6.60378 -1.37852 3.22524  -0.067
C34 5.70754 -0.47771 2.55668  -0.112
C35 5.93602 0.84807 2.44518  -0.109
C36 7.12585 1.42840 2.98399  -0.067
H31 8.91428 0.97584 4.09948  0.110
H32 8.44997 -1.40879 4.33697  0.103
H33 6.39541 -2.44788 3.21752  0.095
H34 4.87257 -0.87500 2.01080  0.087
H35 5.22969 1.52457 1.93303  0.101
H36 7.34054 2.47551 2.92539  0.093
C37 -6.71785 -2.47851 -6.64824  -0.108
C38 -6.92811 -1.51685 -7.63230  -0.092
C39 -6.50335 -0.21749 -7.37394  -0.114
C40 -5.93354 0.11493 -6.18941  -0.090
C41 -5.69352 -0.86125 -5.19293  -0.065
C42 -6.09317 -2.18283 -5.44990  -0.092
H37 -7.05454 -3.48455 -6.88138  0.098
H38 -7.36004 -1.79834 -8.60265  0.108
H39 -6.68157 0.48431 -8.15935  0.095
H40 -5.70553 1.15335 -5.91027  0.092
H41 -5.14737 -0.60604 -4.28323  0.084
H42 -5.75907 -2.89254 -4.69594  0.092
C43 2.51405 2.09926 4.27419  -0.098
C44 3.74408 2.12952 4.97605  -0.080
C45 4.45628 3.32208 4.97937  -0.093
C46 3.92661 4.42787 4.31630  -0.114
C47 2.74948 4.39150 3.61893  -0.097
C48 1.99125 3.21297 3.63513  -0.087
H43 1.87893 1.20802 4.26627  0.083
H44 4.00450 1.22039 5.55028  0.106
H45 5.33485 3.52231 5.55823  0.097
H46 4.39325 5.39449 4.43419  0.103
H47 2.40102 5.33818 3.23182  0.107
H48 0.97939 3.11113 3.27280  0.089
C49 -1.59645 0.11278 7.17290  -0.087
C50 -2.88110 0.00608 7.62582  -0.098
C51 -3.83370 -0.67302 6.83572  -0.085
C52 -3.48435 -1.17094 5.58273  -0.095
C53 -2.18136 -1.00069 5.11518  -0.117
C54 -1.25737 -0.42839 5.89888  -0.106
H49 -0.75341 0.59630 7.68033  0.106
H50 -3.15340 0.42159 8.57922  0.095
H51 -4.87149 -0.81131 7.14704  0.102
H52 -4.23747 -1.68293 4.95475  0.106
H53 -1.94082 -1.37381 4.11176  0.091
H54 -0.20678 -0.30649 5.62301  0.092
C55 3.40445 3.73104 0.11982  -0.105
C56 2.76038 4.02843 -1.03329  -0.144
C57 3.38292 4.86618 -1.94570  -0.081
C58 4.66802 5.34390 -1.66576  -0.081
C59 5.35254 5.06725 -0.49341  -0.100
C60 4.72796 4.24191 0.41433  -0.071
H55 2.87525 3.04285 0.83083  0.105
H56 1.77633 3.56628 -1.14530  0.095
H57 2.90044 5.12576 -2.87944  0.101
H58 5.17134 5.97901 -2.38981  0.106
H59 6.31810 5.48332 -0.24230  0.107
H60 5.10169 3.96696 1.39853  0.088
C61 0.22085 0.04831 1.26533  -0.105
C62 -0.73212 0.20731 0.31694  -0.119
C63 -0.40203 0.38791 -1.06198  -0.092
C64 0.89851 0.52638 -1.45835  -0.066
C65 1.89067 0.36198 -0.44797  -0.083
C66 1.52216 0.21434 0.87591  -0.103
H61 -0.07894 -0.02819 2.31734  0.101
H62 -1.78922 0.25772 0.58311  0.098
H63 -1.25324 0.46979 -1.72793  0.083
H64 1.16449 0.75814 -2.49555  0.097
H65 2.94648 0.48659 -0.63878  0.085
H66 2.32642 0.26321 1.58756  0.093
C67 6.03460 -3.35579 -0.46772  -0.083
C68 5.25148 -2.54681 -1.25306  -0.091
C69 3.90555 -2.31079 -0.91848  -0.102
C70 3.36523 -2.84297 0.21133  -0.092
C71 4.16277 -3.67160 1.05061  -0.081
C72 5.46327 -3.92250 0.69030  -0.103
H67 7.07257 -3.41579 -0.72178  0.098
H68 5.69457 -2.09256 -2.12279  0.098
H69 3.40039 -1.62272 -1.59879  0.092
H70 2.35957 -2.70962 0.54858  0.084
H71 3.74024 -4.07024 1.97470  0.093
H72 6.08743 -4.51104 1.35716  0.100
C73 -5.52492 0.33622 3.15424  -0.068
C74 -6.08198 -0.75323 2.40779  -0.089
C75 -7.27071 -1.32411 2.75951  -0.114
C76 -7.99155 -0.85873 3.86751  -0.073
C77 -7.43155 0.19199 4.63180  -0.094
C78 -6.22378 0.77794 4.27018  -0.118
H73 -4.62437 0.88315 2.84739  0.090
H74 -5.70046 -1.16282 1.46658  0.082
H75 -7.64319 -2.12039 2.12908  0.100
H76 -8.90527 -1.33843 4.21452  0.097
H77 -7.87184 0.54979 5.54231  0.091
H78 -5.89226 1.59593 4.88819  0.096
C79 -2.93996 2.00558 -4.96610  -0.144
C80 -3.19845 3.04629 -5.79544  -0.088
C81 -4.31433 3.85419 -5.51700  -0.113
C82 -5.03114 3.66689 -4.37944  -0.090
C83 -4.73181 2.57346 -3.47711  -0.046
C84 -3.63136 1.75907 -3.80568  -0.117
H79 -2.10545 1.33729 -5.10953  0.094
H80 -2.50519 3.27828 -6.61952  0.113
H81 -4.60020 4.71653 -6.14852  0.115
H82 -5.80992 4.41871 -4.26051  0.103
H83 -5.25927 2.41578 -2.55318  0.084
H84 -3.19924 0.91076 -3.25128  0.091
O1 3.31020 -0.98833 -5.85584  -0.050
H85 3.67925 -1.75659 -6.31597  0.058
H86 2.36285 -1.13458 -5.74996  0.041
O2 2.01158 2.48768 -4.32831  -0.042
H87 2.46098 2.48475 -5.18041  0.057
H88 2.69993 2.57069 -3.67268  0.020
O3 8.08275 3.40264 -1.71764  -0.059
H89 7.24445 3.00125 -1.49337  -0.017
H90 8.72150 3.07856 -1.08214  0.027
O4 0.71953 0.96075 -7.19131  -0.056
H91 0.10156 0.44518 -7.71416  0.035
H92 0.15165 1.39883 -6.53401  0.025
O5 5.34681 1.66075 -1.55456  -0.064
H93 5.20661 1.26941 -2.44777  0.028
H94 4.53841 2.19357 -1.40136  0.017
O6 -0.03583 4.44488 -3.03330  -0.068
H95 -0.87508 3.99027 -2.81590  0.058
H96 0.44857 3.79325 -3.56678  0.015
O7 7.77865 0.17583 -0.52372  -0.061
H97 6.84064 0.44800 -0.52990  0.004
H98 7.93130 -0.20090 0.33710  0.010
O8 5.21843 0.81936 -4.46697  -0.073
H99 4.68520 0.26465 -5.10161  0.029
H100 6.10930 0.46148 -4.50080  0.046
O9 -0.00201 5.45288 -0.57159  -0.063
H101 0.10064 5.59417 -1.52669  0.005
H102 0.02935 6.32410 -0.19315  0.029

Results
HOMO in eV: -8.981
E_tot in eV: -107189.116
Maximum force in eV/A: 3.0
Orbital gap in eV: 9.0

# 3
ORCA calculation (ωB97M-V/def2-TZVPD) on a 3-piece molecular cluster, C3H3FO2 overall in a non-equilibrium geometry.

Last column: Löwdin charge in e.
Geometry (Å):
C1 -1.55600 0.30897 -0.35156  -0.006
C2 -0.76717 -0.26157 0.49580  0.056
C3 1.24439 -0.58757 0.06911  -0.491
O1 1.49059 -1.71162 -0.01413  0.232
O2 1.26435 0.58593 0.09924  0.136
F1 2.96599 1.27709 -0.30073  -0.166
H1 -2.62862 0.34173 -0.19469  0.075
H2 -1.20299 0.78304 -1.25462  0.077
H3 -0.81053 -0.73600 1.45158  0.087

Results
HOMO (spin up / spin down) in eV: -9.494 / -11.423
Relative energy (zero: lowest compared OMol25 entry of this formula, charge and spin) in kcal/mol: 128.3
E_tot in eV: -9965.995
Maximum force in eV/A: 2.0
Orbital gap (spin up / spin down) in eV: 7.5 / 10.0